Here is 2 unconnected molecules or ions with the total composition C5H12O from the OMol25 dataset. Energies are from ωB97M-V/def2-TZVPD.

The geometry in XYZ format:
```
18
C5H12O (ωB97M-V/def2-TZVPD)
C -0.54220 -1.57053 -0.81138
C 0.16361 -0.89735 0.09070
C -0.16982 -0.90933 1.55602
C 1.46006 -0.23170 -0.29931
O 1.69028 0.95952 0.43618
H -0.27052 -1.57888 -1.86455
H -1.41491 -2.15098 -0.52277
H -1.17131 -1.31432 1.72836
H 0.55785 -1.55546 2.06002
H -0.10043 0.08117 2.01792
H 2.24674 -0.96626 -0.07140
H 1.47544 -0.03781 -1.38229
H 2.56320 1.28710 0.18558
C -1.30721 1.78211 -0.62262
H -1.19993 1.91511 -1.70177
H -0.33541 1.95155 -0.15181
H -2.04646 2.47348 -0.22164
H -1.59896 0.76260 -0.42524
```

**SMILES**: C=C(C)CO.C
**HOMO energy**: -9.2713 eV
**Kohn-Sham gap**: 10.0504 eV

Need the Mulliken charges? In units of e they are: atom 1 (C): -0.884, atom 2 (C): 0.653, atom 3 (C): -1.194, atom 4 (C): -0.634, atom 5 (O): -0.515, atom 6 (H): 0.268, atom 7 (H): 0.287, atom 8 (H): 0.366, atom 9 (H): 0.340, atom 10 (H): 0.284, atom 11 (H): 0.386, atom 12 (H): 0.309, atom 13 (H): 0.286, atom 14 (C): -0.893, atom 15 (H): 0.255, atom 16 (H): 0.166, atom 17 (H): 0.338, atom 18 (H): 0.181

Here is HO4PS2 in the gas phase from the OMol25 dataset. Energies are from ωB97M-V/def2-TZVPD.

The geometry in XYZ format:
```
8
HO4PS2 (ωB97M-V/def2-TZVPD)
O -2.32384 0.64681 3.80004
O -1.54430 -1.09275 1.94551
O -0.79678 1.20401 1.97579
O -0.48145 -0.19708 -0.18656
P -0.20420 -0.64244 1.36753
S 1.54180 -1.33889 1.76039
S -2.17816 0.68131 2.39450
H -0.23113 0.72250 -0.35439
```

**HOMO energy**: -10.3647 eV
**Kohn-Sham gap**: 9.2649 eV

Need the Mulliken charges? In units of e they are: atom 1 (O): -0.393, atom 2 (O): -0.408, atom 3 (O): -0.450, atom 4 (O): -0.441, atom 5 (P): 0.849, atom 6 (S): -0.256, atom 7 (S): 0.740, atom 8 (H): 0.359

Here is 2 unconnected molecules or ions with the total composition C2H4ClNO2 from the OMol25 dataset. Energies are from ωB97M-V/def2-TZVPD.

The geometry in XYZ format:
```
10
C2H4ClNO2 (ωB97M-V/def2-TZVPD)
N -0.46906 1.37784 -0.53607
C 0.39790 0.32219 -0.44663
O 0.38311 -0.75473 -1.66942
C 0.13851 -1.10980 -0.41038
O -0.11136 -2.15860 0.09012
H -0.15901 2.15894 -1.07744
H -1.38577 1.34169 -0.80681
H 1.38351 0.78673 -0.18602
Cl 0.24062 -0.39067 2.49004
H -0.41845 -1.57358 2.55262
```

**SMILES**: N[C@@H]1OC1=O.Cl
**HOMO energy**: -10.3803 eV
**Kohn-Sham gap**: 10.9920 eV

Need the Mulliken charges? In units of e they are: atom 1 (N): -0.384, atom 2 (C): -0.275, atom 3 (O): -0.433, atom 4 (C): 0.854, atom 5 (O): -0.516, atom 6 (H): 0.225, atom 7 (H): 0.197, atom 8 (H): 0.347, atom 9 (Cl): -0.299, atom 10 (H): 0.283

Here is C3H4N2O in the gas phase from the OMol25 dataset. Energies are from ωB97M-V/def2-TZVPD.

The geometry in XYZ format:
```
10
C3H4N2O (ωB97M-V/def2-TZVPD)
O -1.21337 -0.61348 1.47261
C -0.38169 -0.30323 0.45134
C -0.53449 -0.79715 -0.88416
N 0.36117 -0.29514 -1.69265
N 1.17651 0.52990 -0.91850
C 0.71793 0.47554 0.40591
H -0.95345 -0.09294 2.24224
H -1.31776 -1.45852 -1.23934
H 0.82851 1.52108 -0.94325
H 1.27518 1.03518 1.14135
```

**SMILES**: Oc1cn[nH]c1
**HOMO energy**: -9.0993 eV
**Kohn-Sham gap**: 9.7034 eV

Need the Mulliken charges? In units of e they are: atom 1 (O): -0.525, atom 2 (C): 0.853, atom 3 (C): -0.415, atom 4 (N): -0.512, atom 5 (N): -0.216, atom 6 (C): -0.671, atom 7 (H): 0.311, atom 8 (H): 0.423, atom 9 (H): 0.318, atom 10 (H): 0.433

Here is a molecular structure, C11H18BaF6O3PS from the OMol25 dataset. Energies are from ωB97M-V/def2-TZVPD.

The geometry in XYZ format:
```
41
C11H18BaF6O3PS (ωB97M-V/def2-TZVPD)
Ba -0.81988 -0.70507 -0.12429
C 1.76178 0.25166 1.48008
C 0.63495 0.81977 2.13669
C 0.14982 1.82118 1.30490
C 0.97522 1.85824 0.07327
C 1.92904 0.88748 0.18026
C 3.01779 0.51894 -0.77643
C 0.74251 2.83287 -1.03145
C -1.01813 2.71392 1.53585
C 0.07478 0.38970 3.46064
C 2.62797 -0.84336 1.98237
H 4.00132 0.68751 -0.33136
H 2.96167 1.10677 -1.69029
H 2.97654 -0.53722 -1.05545
H 0.75857 3.85747 -0.65237
H -0.23081 2.67573 -1.50245
H 1.50385 2.74778 -1.80450
H -0.68210 3.71884 1.81100
H -1.65888 2.35658 2.34093
H -1.62196 2.82716 0.63157
H 0.52298 0.92865 4.29853
H 0.24424 -0.67266 3.64148
H -1.00042 0.56830 3.51378
H 3.68081 -0.55625 1.91890
H 2.51884 -1.74520 1.36994
H 2.40421 -1.10424 3.01474
C -3.75356 -0.52168 -3.03145
S -3.21954 0.54423 -1.73301
O -4.03875 1.71782 -1.75149
O -1.76862 0.79604 -1.97640
O -3.30945 -0.26752 -0.48639
H -3.66896 0.02256 -3.96884
H -4.79077 -0.78512 -2.83888
H -3.13275 -1.41509 -3.05148
F 0.12145 -2.52523 -1.81735
P 0.19149 -3.99211 -1.00264
F 0.20756 -5.30675 -0.12240
F 1.40596 -4.44775 -1.91221
F -0.88013 -4.58766 -2.01169
F 1.23268 -3.26653 0.04291
F -1.05134 -3.36973 -0.06506
```

**Multiplicity**: 2
**HOMO energy (spin up / spin down)**: -9.2233 / -9.2177 eV
**Kohn-Sham gap (spin up / spin down)**: 9.1490 / 6.7440 eV

Need the Mulliken charges? In units of e they are: atom 1 (Ba): 1.917, atom 2 (C): 1.056, atom 3 (C): -0.212, atom 4 (C): 0.620, atom 5 (C): 0.767, atom 6 (C): 0.488, atom 7 (C): -1.625, atom 8 (C): -1.507, atom 9 (C): -1.476, atom 10 (C): -1.734, atom 11 (C): -1.251, atom 12 (H): 0.342, atom 13 (H): 0.407, atom 14 (H): 0.293, atom 15 (H): 0.335, atom 16 (H): 0.207, atom 17 (H): 0.415, atom 18 (H): 0.339, atom 19 (H): 0.370, atom 20 (H): 0.316, atom 21 (H): 0.286, atom 22 (H): 0.402, atom 23 (H): 0.403, atom 24 (H): 0.342, atom 25 (H): 0.170, atom 26 (H): 0.424, atom 27 (C): -0.877, atom 28 (S): 1.254, atom 29 (O): -0.630, atom 30 (O): -0.792, atom 31 (O): -0.916, atom 32 (H): 0.325, atom 33 (H): 0.344, atom 34 (H): 0.239, atom 35 (F): -0.464, atom 36 (P): 1.232, atom 37 (F): -0.352, atom 38 (F): -0.342, atom 39 (F): -0.337, atom 40 (F): -0.315, atom 41 (F): -0.463

Here is CH4NOP in the gas phase from the OMol25 dataset. Energies are from ωB97M-V/def2-TZVPD.

The geometry in XYZ format:
```
8
CH4NOP (ωB97M-V/def2-TZVPD)
N -0.74478 0.96966 -0.35599
C 0.44741 0.42115 0.03807
O 1.43034 1.08226 0.59940
P 0.48269 -1.35611 -0.18684
H -0.83012 1.90610 -0.78655
H -1.54266 0.39481 -0.75623
H 1.43705 -1.51365 0.82516
H -0.67994 -1.90421 0.62299
```

**SMILES**: NC(=O)P
**HOMO energy**: -9.5309 eV
**Kohn-Sham gap**: 10.1619 eV

Need the Mulliken charges? In units of e they are: atom 1 (N): -0.420, atom 2 (C): 0.552, atom 3 (O): -0.582, atom 4 (P): -0.213, atom 5 (H): 0.256, atom 6 (H): 0.245, atom 7 (H): 0.085, atom 8 (H): 0.078

Here is 11 unconnected molecules or ions with the total composition C36H53N3O24 from the OMol25 dataset. Energies are from ωB97M-V/def2-TZVPD.

The geometry in XYZ format:
```
116
C36H53N3O24 (ωB97M-V/def2-TZVPD)
O 2.62748 1.84340 4.91148
C 1.56519 2.31431 4.66277
O 0.69232 2.77009 5.59512
C -0.40718 3.39997 4.94317
C -0.32604 2.80269 3.53798
O 1.05565 2.46325 3.41864
H -1.36233 3.18986 5.41722
H -0.28483 4.48641 4.94756
H -0.61143 3.46583 2.72712
H -0.92010 1.88918 3.51658
O -3.30718 3.25693 1.30793
C -2.71456 3.49902 0.30814
O -2.18296 4.70597 0.00652
C -1.39142 4.60009 -1.17502
C -1.86032 3.25588 -1.78447
O -2.52966 2.61901 -0.69017
H -1.60448 5.40809 -1.86916
H -0.34116 4.58866 -0.89330
H -0.97981 2.67115 -2.03261
H -2.57379 3.40469 -2.58921
O -4.41212 -2.45500 -5.10302
C -3.30695 -2.62069 -4.71888
O -2.22550 -1.92026 -5.14615
C -1.03533 -2.44148 -4.56779
C -1.53123 -3.55165 -3.61897
O -2.94788 -3.51843 -3.77256
H -0.32758 -2.79587 -5.31482
H -0.57524 -1.63217 -3.99726
H -1.26346 -3.33166 -2.58666
H -1.19551 -4.55458 -3.88018
O 3.55016 -2.44523 1.14919
C 3.03868 -3.01592 0.24014
O 1.74602 -2.86301 -0.12221
C 1.40666 -3.76040 -1.15709
C 2.74102 -4.41736 -1.52488
O 3.65098 -3.89285 -0.56350
H 0.67279 -4.50424 -0.84047
H 0.94850 -3.20580 -1.97646
H 3.07453 -4.19377 -2.53797
H 2.71238 -5.50133 -1.41877
O -0.21757 -3.78926 2.42690
C -1.40656 -3.70986 2.46378
O -2.13865 -3.32858 3.52064
C -3.51399 -3.54549 3.24155
C -3.55723 -3.63101 1.70589
O -2.18575 -3.90376 1.36997
H -3.86253 -4.49624 3.64525
H -4.11298 -2.73284 3.63887
H -3.88138 -2.72499 1.19076
H -4.18206 -4.44923 1.35509
O -0.65755 -0.36705 3.83577
C 0.36372 -0.95999 4.02672
O 1.53042 -0.64857 3.42893
C 2.55987 -1.45874 3.98152
C 1.78765 -2.57691 4.68308
O 0.50891 -1.96477 4.90157
H 3.23507 -1.85526 3.22538
H 3.17251 -0.89556 4.68806
H 2.28169 -2.82741 5.62090
H 1.63619 -3.49685 4.12322
O -2.31485 2.41735 -8.33747
C -1.64376 2.09759 -7.41596
O -2.09910 1.43708 -6.31788
C -1.03594 1.33515 -5.37112
C 0.22078 1.65692 -6.16369
O -0.31788 2.34779 -7.30937
H -1.21458 2.07699 -4.58735
H -1.04278 0.37338 -4.87221
H 0.75787 0.77907 -6.52028
H 0.87732 2.35143 -5.64982
O -0.12638 0.42332 -2.58486
C -0.26826 0.18165 -1.42205
O 0.18770 0.96777 -0.43020
C -0.33216 0.50355 0.83922
C -0.80323 -0.91550 0.50899
O -0.88259 -0.89583 -0.94427
H 0.53013 0.44286 1.49976
H -1.04112 1.21966 1.24226
H -1.79668 -1.18324 0.84628
H -0.02230 -1.61097 0.80159
C 3.16767 0.89985 -3.22063
C 4.47659 1.11319 -3.97322
C 5.73242 0.98793 -3.11047
C 5.72128 -0.20894 -2.26205
N 5.72011 -1.13400 -1.58372
H 3.25541 0.19265 -2.39529
H 2.38616 0.54643 -3.89457
H 2.77919 1.83023 -2.80136
H 4.46511 2.09358 -4.45431
H 4.55831 0.41274 -4.80975
H 5.78381 1.82037 -2.39608
H 6.65036 1.01764 -3.69412
C 3.76298 1.95894 0.28958
C 3.34814 1.32213 1.59615
C 4.43718 1.38762 2.66995
C 4.82775 2.76629 2.96641
N 5.13158 3.84699 3.20049
H 2.94681 1.95138 -0.43474
H 4.56012 1.36083 -0.17522
H 4.15839 2.97082 0.37303
H 3.04402 0.27955 1.48071
H 2.44284 1.82545 1.94857
H 5.31061 0.84554 2.30427
H 4.04780 0.95169 3.58907
C -4.04981 0.16408 2.66819
C -5.36117 0.06675 1.90937
C -6.42966 1.08132 2.36205
C -6.64943 1.06421 3.80718
N -6.84432 1.04969 4.93610
H -3.70201 1.19730 2.69137
H -3.30370 -0.49592 2.23284
H -4.15591 -0.13081 3.71667
H -5.78857 -0.93783 1.96313
H -5.17638 0.31768 0.86004
H -7.38604 0.84715 1.89401
H -6.12396 2.08109 2.05294
```

**SMILES**: O=C1OCCO1.O=C1OCCO1.O=C1OCCO1.O=C1OCCO1.O=C1OCCO1.O=C1OCCO1.O=C1OCCO1.O=C1OCCO1.CCCC#N.CCCC#N.CCCC#N
**HOMO energy**: -10.9515 eV
**Kohn-Sham gap**: 10.9002 eV

Atomic partial charges in e from the Mulliken method, atoms 1 to 99: atom 1 (O): -0.495, atom 2 (C): 0.396, atom 3 (O): -0.408, atom 4 (C): -0.562, atom 5 (C): 0.476, atom 6 (O): -0.124, atom 7 (H): 0.370, atom 8 (H): 0.278, atom 9 (H): 0.160, atom 10 (H): -0.271, atom 11 (O): -0.512, atom 12 (C): 0.593, atom 13 (O): -0.361, atom 14 (C): -0.496, atom 15 (C): 0.644, atom 16 (O): -0.320, atom 17 (H): 0.344, atom 18 (H): 0.257, atom 19 (H): -0.474, atom 20 (H): 0.345, atom 21 (O): -0.513, atom 22 (C): 0.605, atom 23 (O): -0.350, atom 24 (C): 0.554, atom 25 (C): 0.265, atom 26 (O): -0.395, atom 27 (H): 0.313, atom 28 (H): -0.518, atom 29 (H): -0.163, atom 30 (H): 0.222, atom 31 (O): -0.528, atom 32 (C): 0.207, atom 33 (O): 0.111, atom 34 (C): 0.380, atom 35 (C): -0.412, atom 36 (O): -0.393, atom 37 (H): 0.218, atom 38 (H): -0.343, atom 39 (H): 0.295, atom 40 (H): 0.293, atom 41 (O): -0.440, atom 42 (C): 0.611, atom 43 (O): -0.260, atom 44 (C): -0.396, atom 45 (C): -0.130, atom 46 (O): -0.316, atom 47 (H): 0.311, atom 48 (H): 0.255, atom 49 (H): 0.072, atom 50 (H): 0.381, atom 51 (O): -0.447, atom 52 (C): -0.017, atom 53 (O): 0.722, atom 54 (C): -0.400, atom 55 (C): -0.491, atom 56 (O): -0.393, atom 57 (H): 0.172, atom 58 (H): 0.469, atom 59 (H): 0.372, atom 60 (H): 0.207, atom 61 (O): -0.520, atom 62 (C): 0.525, atom 63 (O): -0.371, atom 64 (C): 0.974, atom 65 (C): -0.131, atom 66 (O): -0.390, atom 67 (H): -0.218, atom 68 (H): -0.408, atom 69 (H): 0.252, atom 70 (H): 0.256, atom 71 (O): -0.237, atom 72 (C): 0.241, atom 73 (O): -0.144, atom 74 (C): 2.581, atom 75 (C): 1.779, atom 76 (O): -0.666, atom 77 (H): -1.651, atom 78 (H): -0.850, atom 79 (H): -1.050, atom 80 (H): -0.299, atom 81 (C): -0.157, atom 82 (C): -0.719, atom 83 (C): -0.476, atom 84 (C): 0.254, atom 85 (N): -0.459, atom 86 (H): 0.088, atom 87 (H): 0.009, atom 88 (H): 0.186, atom 89 (H): 0.350, atom 90 (H): 0.338, atom 91 (H): 0.270, atom 92 (H): 0.406, atom 93 (C): -1.393, atom 94 (C): 2.020, atom 95 (C): -0.198, atom 96 (C): 0.047, atom 97 (N): -0.600, atom 98 (H): 0.054, atom 99 (H): 0.245

Here is a molecular structure, C23H19Cl2IN4O3SZr from the OMol25 dataset. Energies are from ωB97M-V/def2-TZVPD.

The geometry in XYZ format:
```
54
C23H19Cl2IN4O3SZr (ωB97M-V/def2-TZVPD)
Zr -0.30945 0.02500 0.14187
N -1.63520 -2.27343 -3.64902
C -1.37292 -1.77853 -2.40980
S -0.13262 -0.52670 -2.37178
N -2.02750 -2.31490 -1.42772
N -1.71026 -1.77459 -0.17278
C -2.24226 -2.44995 0.78324
C -2.22677 -2.14350 2.21402
C -2.80360 -3.07203 3.08143
C -2.90456 -2.81475 4.43799
C -2.44294 -1.59983 4.93423
C -1.87492 -0.65716 4.09146
C -1.75129 -0.93892 2.73999
O -1.16532 -0.05747 1.91458
H -1.30994 -1.77283 -4.45490
H -2.43520 -2.87592 -3.74408
H -2.81535 -3.32512 0.47903
H -3.17789 -4.00204 2.67040
H -3.34766 -3.54606 5.09867
H -2.52164 -1.38301 5.99143
H -1.50105 0.28745 4.46146
I -3.00052 1.50622 -0.79292
C -1.00002 2.11889 -0.29912
H -1.11925 2.84488 0.50405
H -0.61484 2.60509 -1.19390
Cl 1.31663 -1.83594 5.59879
C 1.15696 -2.77466 4.14840
C 0.64767 -4.06007 4.26307
C 0.37954 -4.82213 3.13856
C 0.60609 -4.27428 1.88369
C 1.14099 -3.00652 1.79871
Cl 1.35481 -2.33398 0.18161
C 1.46704 -2.21413 2.90808
N 1.92595 -0.92931 2.71930
C 2.95588 -0.23245 3.38750
C 3.93537 -0.88300 4.12151
C 4.95625 -0.15612 4.71401
C 5.01106 1.21990 4.55341
C 4.03715 1.85903 3.79872
C 2.99513 1.15295 3.21226
C 1.94312 1.89206 2.39795
C 2.19347 1.77000 0.90033
O 2.92278 2.50234 0.29781
O 1.58909 0.70815 0.30855
H 0.43576 -4.43687 5.25352
H -0.02788 -5.81762 3.23879
H 0.37675 -4.81419 0.97631
H 1.86042 -0.61654 1.75861
H 3.90124 -1.96032 4.21910
H 5.71432 -0.67251 5.28733
H 5.80878 1.79297 5.00524
H 4.07809 2.93142 3.65807
H 2.00084 2.95292 2.63461
H 0.94926 1.52101 2.66976
```

**HOMO energy**: -8.1924 eV
**Kohn-Sham gap**: 7.6913 eV

Need the Mulliken charges? In units of e they are: atom 1 (Zr): 0.893, atom 2 (N): -0.419, atom 3 (C): 0.638, atom 4 (S): -0.467, atom 5 (N): -1.214, atom 6 (N): 0.923, atom 7 (C): -0.716, atom 8 (C): 0.750, atom 9 (C): -0.717, atom 10 (C): -0.854, atom 11 (C): -0.437, atom 12 (C): -0.557, atom 13 (C): 0.459, atom 14 (O): -0.357, atom 15 (H): 0.220, atom 16 (H): 0.237, atom 17 (H): 0.330, atom 18 (H): 0.411, atom 19 (H): 0.425, atom 20 (H): 0.419, atom 21 (H): 0.464, atom 22 (I): 0.055, atom 23 (C): -1.120, atom 24 (H): 0.518, atom 25 (H): 0.512, atom 26 (Cl): -0.149, atom 27 (C): 1.402, atom 28 (C): -0.727, atom 29 (C): -0.647, atom 30 (C): -0.750, atom 31 (C): 0.884, atom 32 (Cl): -0.115, atom 33 (C): -0.997, atom 34 (N): 0.586, atom 35 (C): 0.229, atom 36 (C): -0.292, atom 37 (C): -0.704, atom 38 (C): -0.745, atom 39 (C): -0.727, atom 40 (C): 0.181, atom 41 (C): -0.345, atom 42 (C): 0.431, atom 43 (O): -0.613, atom 44 (O): -0.860, atom 45 (H): 0.461, atom 46 (H): 0.426, atom 47 (H): 0.454, atom 48 (H): 0.020, atom 49 (H): 0.496, atom 50 (H): 0.404, atom 51 (H): 0.385, atom 52 (H): 0.412, atom 53 (H): 0.618, atom 54 (H): -0.116